C42H105O26P5 | the ωB97M-V functional and the def2-TZVPD basis

Output
* HOMO: -9.2 eV
* SMILES string: CCOP(=O)(OCC)OCC.CCOP(=O)(OCC)OCC.CCOP(=O)(OCC)OCC.CCOP(=O)(OCC)OCC.CCOP(=O)(OCC)OCC.COCCOC.COCCOC.COCCOC

Positions of all 178 atoms, in Å:
C1 15.897569 8.524824 17.368639
C2 14.760976 8.584672 18.405781
O1 14.213012 9.895181 18.439466
P1 12.687620 10.326913 18.050323
O2 11.872281 9.213717 17.589076
O3 12.973946 11.514451 17.073818
C3 12.872040 11.527148 15.655760
C4 13.009456 12.950278 15.148552
O4 12.117352 11.042090 19.366938
C5 12.950861 12.093391 19.850677
C6 12.344937 13.494844 19.707475
H1 16.507449 9.383260 17.534646
H2 16.519841 7.651998 17.568211
H3 15.515396 8.474358 16.364269
H4 13.953295 7.914797 18.276796
H5 15.206987 8.376240 19.386172
H6 13.631462 10.886196 15.203667
H7 11.949480 11.113313 15.288886
H8 13.934293 13.403000 15.529012
H9 13.150306 12.889072 14.051320
H10 12.159996 13.610436 15.420454
H11 13.201106 11.952542 20.904630
H12 13.846664 12.032140 19.260159
H13 12.830947 14.205689 20.359940
H14 12.469046 13.795268 18.664991
H15 11.298564 13.587891 19.853326
C7 23.879133 17.969042 12.720158
C8 22.868666 17.002585 12.126044
O5 22.349741 16.015951 13.097709
P2 21.107258 15.150031 12.572614
O6 20.160228 15.840537 11.674580
O7 21.903351 13.912307 12.022872
C9 21.230414 12.838537 11.353805
C10 20.604722 13.291682 9.986208
O8 20.451055 14.475271 13.833808
C11 20.126944 15.280778 15.068372
C12 20.515326 14.436692 16.238701
H16 23.582127 18.236699 13.702306
H17 24.804712 17.480269 12.834725
H18 24.054468 18.879644 12.111451
H19 22.038161 17.609255 11.696520
H20 23.251423 16.547464 11.172758
H21 21.986278 12.068777 11.244789
H22 20.473380 12.492626 12.044730
H23 19.813734 14.066848 9.965503
H24 21.361530 13.669940 9.266044
H25 20.166684 12.420900 9.498051
H26 20.681138 16.229978 14.976560
H27 19.095316 15.563555 14.932418
H28 20.298186 14.852720 17.217987
H29 19.967653 13.553120 16.199296
H30 21.585324 14.228730 16.057126
C13 11.195180 19.284899 11.194886
C14 10.361678 19.032668 12.426073
O9 11.162624 18.253621 13.316602
P3 11.957952 18.870858 14.456791
O10 12.900640 17.952051 15.133265
O11 12.531784 20.172856 13.768433
C15 13.455641 20.953005 14.457373
C16 13.823472 22.267103 13.780301
O12 10.793286 19.461215 15.380433
C17 10.891857 19.343532 16.804914
C18 9.637821 19.709628 17.538747
H31 11.980863 20.058259 11.271721
H32 11.620332 18.393496 10.694603
H33 10.499054 19.667391 10.467979
H34 9.918427 19.963899 12.847128
H35 9.506444 18.360097 12.192659
H36 13.058072 21.245806 15.430795
H37 14.389941 20.353108 14.482239
H38 14.289421 22.053753 12.828371
H39 12.932010 22.872739 13.667041
H40 14.572777 22.797131 14.429941
H41 11.264767 18.316699 17.056684
H42 11.680497 20.023723 17.174490
H43 9.894919 19.819198 18.626370
H44 9.265286 20.654581 17.323148
H45 8.792598 19.033281 17.420866
C19 15.410212 15.605603 10.826641
C20 14.550747 14.434760 10.545997
O13 14.999528 13.280977 11.384943
P4 14.585142 11.844775 10.945882
O14 14.950937 10.993170 12.081103
O15 13.070914 11.810380 10.448852
C21 12.008252 11.383806 11.329625
C22 10.975703 12.442962 11.479100
O16 15.329664 11.656605 9.554308
C23 16.441194 10.662001 9.306672
C24 15.866632 9.759956 8.300213
H46 15.302275 15.965153 11.819766
H47 16.503487 15.477450 10.661084
H48 15.102888 16.383781 10.155467
H49 13.542589 14.645800 10.782132
H50 14.575287 14.105306 9.529806
H51 11.532767 10.424045 11.074929
H52 12.438212 11.191077 12.385523
H53 10.453304 12.552499 10.550125
H54 10.279097 11.972868 12.171834
H55 11.334934 13.353505 11.881216
H56 17.347073 11.277620 9.107076
H57 16.609276 10.210803 10.354011
H58 14.829533 9.789600 8.410283
H59 15.993863 10.204789 7.295340
H60 16.251975 8.746261 8.421441
C25 21.784314 18.332573 17.079162
C26 20.333667 18.668437 17.040150
O17 19.834180 18.604983 15.606631
P5 18.421459 19.378275 15.437934
O18 17.949967 20.123597 16.579225
O19 17.482280 18.231896 14.876525
C27 16.336015 17.622861 15.466623
C28 16.031847 16.389534 14.720083
O20 18.652136 20.214602 14.125951
C29 19.198624 19.558694 12.895532
C30 18.254890 19.627793 11.673155
H61 22.082799 17.679216 16.278044
H62 22.405374 19.233618 17.003377
H63 22.001505 17.853220 18.025150
H64 19.719548 17.872968 17.510512
H65 20.043771 19.605932 17.438242
H66 16.392427 17.385897 16.566981
H67 15.482551 18.331477 15.512347
H68 15.570941 16.679307 13.747111
H69 16.962865 15.828492 14.419779
H70 15.346644 15.723196 15.267815
H71 20.110836 20.066775 12.560624
H72 19.547331 18.488792 13.129362
H73 17.950723 20.614380 11.526490
H74 18.795832 19.327740 10.769715
H75 17.437539 18.990885 11.946466
C31 21.570450 15.921555 7.205405
O21 21.805843 17.208031 7.824814
C32 20.703693 17.718013 8.546347
C33 20.887040 19.205034 8.801426
O22 21.792915 19.302149 9.858133
C34 21.946148 20.693437 10.176939
H76 21.514084 15.109988 7.971346
H77 22.338384 15.704628 6.537345
H78 20.606900 15.808945 6.621048
H79 20.666945 17.248367 9.609830
H80 19.785514 17.544004 7.990541
H81 19.879140 19.565843 9.121670
H82 21.314747 19.732762 7.879727
H83 20.916688 20.965834 10.524385
H84 22.249954 21.246093 9.298220
H85 22.698751 20.892196 10.939026
C35 14.336144 16.589853 18.423858
O23 15.779291 16.614762 18.811098
C36 15.994080 17.617143 19.799710
C37 16.133077 17.065956 21.195063
O24 14.839195 16.738059 21.666871
C38 14.977352 15.937409 22.805880
H86 13.716415 16.411492 19.327139
H87 14.311035 15.830980 17.662569
H88 14.111269 17.561490 17.960891
H89 15.196128 18.392416 19.780332
H90 16.907502 18.233981 19.617398
H91 16.558529 17.871631 21.837137
H92 16.673329 16.131778 21.168392
H93 15.448941 15.012701 22.443895
H94 14.003600 15.805133 23.218936
H95 15.590492 16.460895 23.519898
C39 17.552382 12.930565 13.224189
O25 17.240581 13.443915 14.513038
C40 16.607917 12.389687 15.253394
C41 16.459241 12.867972 16.687775
O26 17.740437 13.152259 17.310443
C42 17.748924 13.013481 18.740924
H96 16.748398 12.430242 12.737300
H97 18.364766 12.243414 13.303587
H98 18.007741 13.784996 12.690315
H99 17.254280 11.485868 15.145881
H100 15.660851 12.092241 14.751575
H101 15.887829 12.250070 17.371448
H102 15.848607 13.820639 16.552616
H103 17.539755 11.964274 19.001497
H104 17.137368 13.785705 19.224937
H105 18.780414 13.164216 19.144667

Atomic forces in eV per Å
C -1.0 -0.8 0.9
C 1.2 0.3 0.2
O -1.0 1.2 -0.1
P 1.1 -1.2 0.9
O -0.3 -0.1 -0.3
O -0.3 0.7 0.1
C 0.3 0.2 -0.9
C 0.3 0.2 -0.2
O 0.1 -0.4 -0.8
C -0.1 1.2 0.7
C 0.7 -0.4 -1.3
H 0.5 0.8 -0.2
H -0.1 -0.1 -0.1
H 0.0 0.1 -0.5
H -0.6 -1.0 -0.5
H -0.2 0.2 0.0
H 0.4 0.1 0.2
H -0.7 -0.3 0.4
H -0.3 0.0 0.0
H -0.3 0.2 0.4
H 0.4 -0.5 -0.2
H -0.1 -0.6 -0.1
H 0.8 0.4 0.2
H 0.3 0.1 0.1
H 0.2 0.3 0.0
H -1.1 -0.5 0.6
C -0.4 -0.3 -0.6
C -1.0 1.0 -1.7
O 0.1 0.9 -0.9
P 0.0 0.2 0.5
O 0.5 -0.1 0.2
O 0.4 -0.2 -1.0
C -0.8 1.2 -0.8
C 0.4 -0.2 -0.4
O 0.1 0.9 1.3
C 0.2 0.8 -1.7
C 1.2 0.9 -0.6
H -0.5 0.6 0.9
H 1.4 -0.6 0.1
H -0.4 -0.7 0.2
H 0.1 -0.5 0.8
H 0.0 -0.3 1.2
H 0.0 -0.1 -0.3
H -0.4 -0.4 0.0
H 0.5 -0.4 0.8
H -0.1 -0.4 0.8
H 0.0 -0.3 0.1
H 0.0 -0.5 0.3
H -0.5 -0.3 0.4
H 0.2 0.5 0.0
H -0.9 -1.7 -0.1
H -0.3 0.0 0.7
C 0.0 0.5 -1.2
C -0.5 -0.6 -0.8
O -0.8 -0.9 -0.8
P 0.8 0.0 2.0
O -0.6 0.9 -0.5
O -0.6 -0.2 -1.0
C 2.1 0.8 0.6
C 0.2 -0.3 0.5
O -0.1 0.0 0.4
C 1.3 -0.5 0.8
C 0.2 -1.2 1.5
H -0.4 -0.5 0.4
H -0.2 0.2 0.8
H -0.3 0.4 -0.6
H 0.7 -0.6 0.1
H 0.5 0.5 0.0
H 0.2 -0.5 0.3
H -0.5 0.3 0.8
H 0.0 0.2 -0.4
H 0.0 0.3 -0.2
H -0.8 -0.5 -0.6
H -0.5 0.8 -0.2
H -0.1 -0.2 -0.3
H -0.2 -0.6 -0.8
H -0.4 1.9 -0.9
H 0.2 -0.3 0.0
C 1.4 0.2 -0.6
C 1.2 -1.5 0.8
O -1.2 2.3 -0.7
P 0.8 -0.7 -0.2
O -0.2 -0.9 -0.2
O -0.1 -0.4 0.1
C 1.3 -0.3 2.7
C -0.8 -1.5 -0.1
O 0.6 -0.2 0.1
C -0.4 1.6 3.7
C 1.5 -0.2 -1.5
H -0.2 0.2 0.9
H -0.7 -0.4 0.0
H -0.2 0.7 -0.4
H -1.2 0.1 0.5
H 0.2 -0.1 -0.8
H 0.6 0.3 -0.7
H -0.3 0.2 -1.6
H -0.3 0.5 -0.5
H -0.4 0.4 0.2
H 0.4 0.9 0.3
H -0.7 -0.6 -0.4
H -0.2 0.2 -1.7
H -1.7 -0.4 0.5
H 0.4 -0.7 0.2
H 0.0 0.1 -0.5
C 0.6 0.9 0.2
C -1.4 -2.2 -1.6
O -0.1 1.1 1.6
P 0.7 -1.8 -1.9
O -0.4 0.8 1.0
O 0.1 0.0 0.2
C -1.0 0.7 2.5
C 0.1 -0.9 -2.0
O 0.6 -0.1 -1.8
C 0.9 -1.0 -0.1
C 1.1 -1.3 1.8
H -0.1 -0.4 -0.3
H -0.1 -0.2 0.0
H 0.2 -0.1 0.2
H 0.5 0.5 0.2
H 0.0 0.9 0.5
H 1.1 0.2 -0.9
H 0.4 -0.2 -0.7
H 0.0 -0.3 0.6
H -1.0 0.5 0.7
H 0.3 0.3 -0.3
H 0.0 0.3 0.8
H -0.9 1.5 -0.3
H -0.7 1.7 -0.1
H -0.2 -0.4 0.4
H -0.8 -0.4 -0.6
C -2.2 0.1 1.8
O -0.2 -1.0 -1.1
C 0.4 -0.5 1.5
C 0.0 -0.8 -1.0
O 1.0 1.1 0.5
C -1.2 -0.7 0.4
H 0.2 0.7 -0.4
H 1.6 -0.1 -1.0
H 0.7 0.7 0.6
H -0.3 0.4 -1.7
H -0.3 -0.1 0.0
H 0.6 0.3 -0.5
H -0.9 -0.5 1.0
H 0.9 0.7 -0.1
H -0.2 0.3 -0.4
H -0.1 -0.5 0.2
C 1.9 0.6 0.7
O -1.5 0.6 0.3
C 0.5 1.1 -0.2
C -1.2 0.9 -0.4
O -0.2 0.5 -0.2
C 0.2 0.0 -0.9
H 0.3 -0.1 -0.7
H -0.5 -0.4 -0.1
H -0.2 -0.2 0.1
H 0.1 -0.6 0.1
H -0.3 -0.8 -0.5
H 0.2 -0.7 -0.1
H 0.9 -0.1 0.1
H -0.1 -0.2 0.8
H -0.7 -0.5 0.3
H 0.5 -0.1 0.6
C 1.4 1.8 0.3
O -0.8 -1.0 0.1
C 1.0 -0.6 -0.2
C -0.2 1.7 0.1
O -0.4 -0.2 -0.1
C 0.9 -0.1 -0.5
H -0.8 0.0 -0.4
H 0.8 -0.9 0.3
H -0.7 -0.3 -0.2
H -0.2 0.4 0.5
H 0.2 0.4 0.6
H -0.2 -0.6 -0.3
H 0.8 -0.7 0.6
H -0.6 0.4 0.2
H -0.3 -0.5 0.0
H -0.5 0.1 -0.8

Mulliken population analysis, charges in e, atoms 1 to 99: C -0.954; C -0.370; O -0.221; P 0.154; O -0.813; O 0.627; C -0.645; C 0.131; O -0.442; C 0.311; C -0.861; H 0.119; H 0.442; H 0.276; H 0.420; H 0.268; H 0.303; H 0.555; H -0.578; H -0.114; H 0.538; H 0.463; H -0.176; H 0.199; H 0.061; H 0.384; C -1.400; C 0.445; O -0.524; P 1.463; O -0.298; O -0.542; C -0.107; C -0.967; O -0.643; C 1.335; C -1.744; H 0.318; H 0.415; H 0.282; H -0.216; H 0.298; H 0.428; H -0.041; H 0.217; H 0.038; H 0.459; H 0.147; H -0.625; H 0.306; H 0.427; H 0.384; C -0.995; C -0.227; O -0.350; P 0.321; O 0.041; O -0.097; C 0.486; C -1.522; O -0.436; C 0.231; C -1.443; H 0.213; H 0.220; H 0.417; H 0.210; H 0.353; H 0.154; H -0.079; H 0.343; H 0.409; H 0.375; H 0.129; H 0.156; H 0.361; H 0.413; H 0.335; C -0.619; C -0.379; O 0.548; P 0.381; O -0.800; O -0.377; C 0.114; C -1.292; O -0.410; C -0.049; C -1.113; H -0.120; H 0.111; H 0.525; H 0.196; H 0.515; H 0.382; H -0.054; H 0.368; H 0.432; H 0.286